{
  "formula": "C21H24CaF4N2O3",
  "method": "ωB97M-V with the def2-TZVPD basis set",
  "orbital_gap_ev": 7.5,
  "de_lowest_kj_mol": 5.0,
  "total_energy_ev": -60599.86742,
  "e_homo_ev": -7.17,
  "e_lumo_ha": 0.0123,
  "symbols": ["Ca", "F", "F", "F", "F", "O", "O", "O", "N", "N", "C", "C", "C", "C", "C", "C", "C", "C", "C", "C", "C", "C", "C", "C", "C", "C", "C", "C", "C", "C", "C", "H", "H", "H", "H", "H", "H", "H", "H", "H", "H", "H", "H", "H", "H", "H", "H", "H", "H", "H", "H", "H", "H", "H", "H"],
  "xyz": [[0.5967, -0.8887, 0.5242], [2.2665, -1.4073, 2.1147], [3.4978, -0.6971, 4.3608], [-0.4102, -1.5086, 6.8489], [-1.6967, -2.2548, 4.6678], [0.7027, 1.1673, 1.1104], [1.8382, 2.6228, -5.0280], [1.5124, -0.1698, -1.2188], [-0.3580, -2.1449, 2.0774], [-1.6251, -1.2460, -0.3685], [-0.7790, -2.5026, -2.3643], [-3.7656, 0.1428, -0.2268], [1.4544, 3.4591, -1.5690], [2.2136, -1.0758, 4.4521], [1.6957, 2.4133, -3.7016], [1.6552, 1.1717, -3.1160], [-2.1084, -2.3995, 0.4193], [-1.7842, -2.3341, 1.9142], [1.5806, -1.0727, 5.6825], [1.4954, 1.0159, -1.7145], [1.5611, -1.4572, 3.3079], [1.5952, 3.5819, -2.9199], [0.1958, -1.8502, 3.2605], [-2.2630, 0.0258, 0.0176], [-0.4108, -1.8518, 4.5416], [1.9822, 1.4878, -5.8608], [1.6341, 3.2982, 1.3947], [1.3673, 2.2072, -0.9139], [0.2583, -1.4754, 5.6860], [-1.7657, -1.4850, -1.8132], [1.1811, 2.1568, 0.5197], [-1.6164, -3.2857, 0.0176], [1.4690, 4.2816, 0.9659], [-2.3713, -1.5353, 2.3867], [2.1147, 1.8720, -6.8685], [-4.3253, -0.6367, 0.2897], [-2.7923, -1.7953, -2.0527], [-1.5939, -0.5275, -2.3119], [2.0903, -0.7814, 6.5869], [-0.8890, -2.5618, -3.4477], [0.2482, -2.1959, -2.1577], [-4.0098, 0.0968, -1.2880], [-0.9443, -3.5043, -1.9698], [-1.7426, 0.8210, -0.5258], [-3.1891, -2.5384, 0.2812], [-2.1458, -3.2697, 2.3594], [1.6304, 4.5445, -3.4090], [1.0917, 0.8547, -5.8247], [2.7107, 3.1859, 1.5451], [-2.0622, 0.1941, 1.0794], [1.1400, 3.2238, 2.3600], [2.8578, 0.8992, -5.5759], [-4.1181, 1.1023, 0.1512], [1.3684, 4.3657, -0.9880], [1.7612, 0.2608, -3.6882]],
  "forces_ev_per_a": [[0.342, -0.826, -0.223], [-0.117, -0.118, 0.247], [0.049, 0.018, -0.001], [-0.022, -0.007, 0.020], [-0.013, -0.004, -0.009], [0.185, 0.987, 0.112], [0.011, 0.040, 0.028], [0.393, 0.429, -0.866], [-0.324, -0.397, 0.264], [-0.338, -0.167, 0.004], [0.004, 0.012, 0.016], [0.045, -0.031, -0.014], [0.012, 0.030, -0.080], [0.009, -0.045, 0.083], [-0.003, 0.009, 0.018], [-0.009, -0.082, -0.006], [-0.072, -0.097, 0.083], [-0.102, -0.024, 0.084], [0.054, -0.006, -0.081], [0.025, 0.176, -0.046], [-0.119, -0.022, 0.153], [-0.012, 0.062, 0.070], [-0.039, -0.042, 0.338], [-0.055, 0.070, 0.114], [0.036, -0.003, -0.035], [0.015, -0.043, -0.067], [-0.089, -0.009, -0.006], [0.054, -0.016, -0.037], [0.036, 0.006, -0.061], [-0.016, 0.010, -0.050], [0.048, 0.085, -0.060], [-0.008, -0.016, -0.006], [-0.015, 0.005, -0.001], [-0.002, -0.009, 0.000], [-0.007, -0.021, 0.007], [-0.002, -0.005, 0.011], [0.024, 0.011, 0.005], [-0.007, -0.006, 0.006], [0.011, 0.007, 0.001], [-0.002, 0.000, -0.002], [0.005, -0.002, -0.015], [0.002, -0.015, -0.004], [0.010, -0.007, 0.017], [-0.006, -0.005, 0.007], [0.018, -0.023, 0.010], [-0.035, 0.027, -0.053], [-0.001, 0.009, 0.010], [0.018, 0.013, 0.006], [-0.001, -0.002, -0.005], [0.021, 0.001, -0.008], [-0.001, -0.007, 0.004], [-0.017, 0.010, -0.014], [0.011, 0.014, 0.000], [0.002, 0.012, 0.004], [-0.006, 0.015, 0.027]],
  "nbo_charge": [1.81, -0.37, -0.31, -0.31, -0.32, -0.76, -0.48, -0.89, -0.84, -0.53, -0.63, -0.64, -0.12, 0.36, 0.38, -0.42, -0.24, -0.23, -0.42, 0.45, 0.25, -0.33, 0.10, -0.24, 0.22, -0.25, -0.71, -0.30, 0.37, -0.22, 0.61, 0.20, 0.22, 0.18, 0.20, 0.21, 0.18, 0.21, 0.25, 0.22, 0.22, 0.21, 0.21, 0.20, 0.18, 0.20, 0.23, 0.18, 0.25, 0.21, 0.24, 0.18, 0.22, 0.20, 0.23]
}